# 1
C14H17ClHfNO5PS as an isolated structure in a non-equilibrium geometry, computed with ωB97M-V/def2-TZVPD.

Each line ends with the Löwdin charge.
Geometry (Å):
Hf -0.153 0.120 0.522  1.77
S 4.030 -1.058 1.810  1.14
C 4.187 -1.019 0.112  -0.36
C 3.016 -0.707 -0.504  -0.19
C 1.949 -0.433 0.412  -0.32
C 2.401 -0.591 1.720  -0.56
C 1.546 -0.449 2.910  -0.27
C 1.967 -0.638 4.215  0.01
C 1.058 -0.504 5.248  0.02
C -0.268 -0.177 4.976  -0.01
C -0.635 0.006 3.670  -0.08
N 0.248 -0.124 2.652  -0.06
H 5.137 -1.256 -0.343  0.09
H 2.925 -0.663 -1.580  0.11
H 2.997 -0.899 4.417  0.12
H 1.380 -0.659 6.270  0.14
H -0.999 -0.067 5.764  0.13
H -1.649 0.262 3.393  0.12
Cl -4.041 -0.145 -1.887  0.69
C -3.746 -1.176 -0.470  -0.43
C -2.420 -0.761 0.063  -0.62
O -1.316 -1.255 -0.440  -0.10
O -2.284 0.119 0.959  -0.07
H -3.721 -2.215 -0.785  0.11
H -4.519 -0.989 0.269  0.10
C -1.586 5.093 0.606  0.00
O -1.394 3.741 0.050  -0.28
P -0.171 2.835 0.353  0.75
O 1.075 3.694 0.001  -0.27
C 2.436 3.349 0.412  -0.03
O -0.351 1.700 -0.895  -0.49
C -0.711 1.991 -2.313  0.03
H -2.404 5.518 0.037  0.10
H -0.679 5.671 0.464  0.09
H -1.852 4.999 1.655  0.10
H 2.924 4.284 0.658  0.10
H 2.924 2.857 -0.424  0.10
H 2.416 2.690 1.280  0.08
H 0.219 2.039 -2.869  0.11
H -1.239 2.938 -2.317  0.10
H -1.347 1.177 -2.643  0.08

Cartesian forces (eV/Å) of the 2 atoms listed first:
0.993 0.361 -0.211
0.403 0.062 0.082

The energy above the lowest of the compared OMol25 structures with the same formula, charge and spin comes out at 0.0000 eV. As for the total energy: -2221.97513 Ha. As for the charge: +2.

# 2
A 3-piece molecular cluster, C14H17F16O8PS overall in a non-equilibrium geometry, computed with ωB97M-V/def2-TZVPD.

Each line ends with the Löwdin charge.
Geometry (Å):
O -3.241 -3.759 -4.097  -0.23
P -4.126 -2.840 -3.454  0.38
O -5.222 -3.634 -2.670  -0.08
O -4.857 -1.950 -4.513  -0.09
C -3.111 -1.812 -2.290  -0.32
C -3.389 -2.063 -0.818  -0.16
C -3.400 -0.820 0.040  -0.20
C -4.545 0.042 -0.389  -0.18
S -4.314 0.459 -2.112  0.58
O -5.505 0.267 -2.833  -0.24
O -3.826 1.770 -2.146  -0.25
O -3.099 -0.422 -2.656  -0.22
H -5.908 -3.061 -2.301  0.10
H -4.186 -1.768 -5.183  0.10
H -2.136 -2.171 -2.488  0.10
H -4.303 -2.591 -0.646  0.10
H -2.618 -2.698 -0.447  0.12
H -3.553 -1.142 1.045  0.12
H -2.492 -0.266 0.005  0.10
H -5.462 -0.487 -0.286  0.10
H -4.552 0.974 0.127  0.11
C 2.200 -1.152 -3.203  -0.04
C 0.832 -1.114 -2.512  -0.43
C 0.403 0.219 -1.903  -0.27
F 1.263 0.615 -0.937  0.09
F -0.821 0.068 -1.335  0.09
F 0.768 -2.087 -1.575  0.13
F -0.096 -1.409 -3.466  0.11
O 3.266 -1.650 -2.435  0.06
C 3.923 -0.813 -1.589  -0.55
C 3.733 -1.258 -0.142  -0.27
F 2.419 -1.283 0.177  0.09
F 4.342 -0.374 0.678  0.10
F 3.542 0.468 -1.764  0.14
F 5.239 -0.890 -1.871  0.16
H 2.095 -1.864 -4.018  0.15
H 2.443 -0.196 -3.665  0.15
H 0.337 0.995 -2.670  0.18
H 4.150 -2.255 0.015  0.18
C 2.406 1.997 2.491  -0.04
C 1.022 2.031 3.159  -0.44
C 0.571 3.344 3.805  -0.30
F 1.390 3.715 4.810  0.09
F -0.670 3.165 4.318  0.09
F 0.931 1.023 4.051  0.13
F 0.114 1.779 2.171  0.10
O 3.466 1.445 3.262  0.05
C 4.145 2.261 4.124  -0.55
C 3.972 1.804 5.574  -0.28
F 2.672 1.805 5.925  0.10
F 4.633 2.662 6.383  0.10
F 3.811 3.556 3.962  0.15
F 5.460 2.152 3.829  0.15
H 2.303 1.319 1.647  0.13
H 2.678 2.958 2.059  0.15
H 0.529 4.143 3.059  0.17
H 4.373 0.797 5.699  0.18

Cartesian forces (eV/Å) of the 2 atoms listed first:
2.146 -1.896 -1.078
0.516 0.219 0.285

As for the total energy: -3483.05953 Ha. As for the charge: 0. As for the SMILES: O=P(O)(O)[C@@H]1CCCS(=O)(=O)O1.FC(F)C(F)(F)COC(F)(F)C(F)F.FC(F)C(F)(F)COC(F)(F)C(F)F.

Number 1: LUMO energy -7.1 eV, Kohn-Sham gap 0.2830 hartree, E_HOMO -14.753 eV. Number 2: LUMO energy 0.3 eV, Kohn-Sham gap 0.3981 hartree, E_HOMO -10.562 eV.